Entry from the OMol25 dataset: a molecular structure, C45H59Br54F6N5O4 (ωB97M-V with the def2-TZVPD basis set).

HOMO energy   -7.97 eV
Net charge   0
LUMO level   -0.6 eV
Max |F|   6.3 eV Å⁻¹
Orbital gap   7.41 eV

Last column: Löwdin charge in e.
CARTESIAN COORDINATES (ANGSTROEM)
1 C 3.049 -1.255 0.064  -0.0330
2 C 2.837 -0.167 -1.131  -0.2235
3 C 3.237 1.345 -0.653  -0.0261
4 N 2.461 -0.424 -2.360  0.1081
5 C 1.003 -0.572 -2.597  -0.3240
6 C 0.601 0.646 -3.584  0.0099
7 C 1.434 1.992 -3.309  -0.2839
8 O 2.570 2.136 -3.841  0.0761
9 F 0.969 3.092 -2.525  -0.0632
10 O 0.331 -0.598 -1.332  -0.1103
11 C -0.359 0.599 -0.947  -0.1720
12 C -0.954 0.340 0.555  -0.1430
13 C -0.762 1.615 1.537  -0.2472
14 N -0.004 1.164 2.764  -0.0228
15 C 0.718 -2.055 -3.284  -0.2036
16 C -0.598 -1.972 -4.273  -0.0925
17 C -1.956 -1.465 -3.588  -0.1395
18 C -2.674 -0.418 -4.640  -0.2092
19 N -3.648 0.496 -3.969  -0.1000
20 C -5.069 0.009 -3.967  -0.1769
21 C -5.326 -0.803 -2.605  -0.0793
22 C -5.114 -0.185 -1.171  -0.0114
23 C -5.342 -1.081 0.088  -0.1642
24 C -5.789 -2.568 -0.072  -0.0689
25 C -6.004 -3.154 -1.501  -0.0714
26 C -5.776 -2.285 -2.763  -0.1970
27 O -5.947 -2.871 -4.072  -0.1113
28 O 0.433 -2.906 -2.163  -0.0742
29 C 0.100 -4.269 -2.412  -0.2778
30 C 1.107 -5.346 -1.682  -0.1045
31 C 0.529 -6.868 -1.727  -0.2275
32 N 0.131 -7.441 -2.850  0.0770
33 C -1.350 -4.541 -1.698  -0.0983
34 C -1.229 -4.578 -0.067  -0.2388
35 N -2.617 -4.279 0.436  -0.0633
36 C 1.912 -2.526 -4.251  -0.1598
37 F 1.494 -3.508 -5.247  0.0254
38 F 2.411 -1.455 -5.099  0.0501
39 C 3.220 -3.182 -3.600  -0.2772
40 F 3.482 -4.487 -4.168  0.0239
41 F 4.382 -2.414 -3.988  0.0606
42 F 3.292 -3.287 -2.207  0.0938
43 H 2.395 -2.194 -0.126  0.0781
44 H 2.571 -0.751 0.997  0.0788
45 H 4.149 -1.499 0.246  0.0318
46 H 4.176 1.202 0.014  0.0243
47 H 3.619 1.950 -1.565  0.0912
48 H 2.393 1.864 -0.084  0.0833
49 H -0.532 0.897 -3.580  0.1121
50 H 0.798 0.412 -4.704  0.1424
51 H -1.261 0.896 -1.587  0.1175
52 H 0.356 1.503 -0.821  0.1061
53 H -0.417 -0.583 0.968  0.0825
54 H -2.070 0.120 0.440  0.0850
55 H -1.803 1.950 1.928  0.1026
56 H -0.302 2.534 1.036  0.0749
57 H 1.015 1.249 2.629  0.0585
58 H -0.259 0.192 3.006  0.0203
59 H -0.383 -1.312 -5.204  0.1229
60 H -0.871 -3.003 -4.731  0.0978
61 H -2.711 -2.347 -3.539  0.1094
62 H -1.885 -1.052 -2.531  0.1055
63 H -1.896 0.249 -5.172  0.1012
64 H -3.172 -1.060 -5.469  0.1336
65 H -3.319 0.778 -3.037  0.0742
66 H -5.283 -0.606 -4.909  0.1164
67 H -5.734 0.955 -4.039  0.1221
68 H -4.761 0.914 -1.123  0.1008
69 H -5.143 -0.590 1.127  -0.0968
70 H -5.955 -3.196 0.874  0.0703
71 H -6.341 -4.254 -1.600  -0.1095
72 H -6.927 -2.854 -4.210  0.1057
73 H 0.030 -4.621 -3.490  0.1293
74 H 2.098 -5.418 -2.286  0.1026
75 H 1.413 -5.019 -0.631  0.1098
76 H 0.503 -7.473 -0.759  0.0208
77 H 0.245 -6.763 -3.623  0.0356
78 H -1.851 -5.504 -2.109  0.1229
79 H -2.104 -3.700 -1.902  0.0977
80 H -0.899 -5.624 0.313  0.1048
81 H -0.480 -3.774 0.252  0.1131
82 H -3.231 -5.104 0.368  0.0667
83 H -2.586 -3.900 1.392  -0.1170
84 C -0.485 5.818 1.096  -1.5468
85 Br 0.617 5.385 2.637  0.5367
86 Br 0.318 5.220 -0.564  0.5769
87 Br -2.295 5.152 1.301  0.5531
88 H -0.549 6.905 1.047  -0.0425
89 C 2.743 8.567 1.293  -1.5880
90 Br 1.292 9.716 0.708  0.5541
91 Br 4.410 8.984 0.389  0.5437
92 Br 2.945 8.591 3.222  0.5379
93 H 2.474 7.548 1.012  -0.0669
94 C -2.697 7.081 -3.169  -1.5867
95 Br -1.144 8.071 -2.558  0.5103
96 Br -2.405 5.164 -3.100  0.5376
97 Br -4.304 7.600 -2.214  0.5623
98 H -2.850 7.342 -4.216  -0.0255
99 C 3.244 -9.076 1.051  -1.5925
100 Br 4.006 -8.393 -0.597  0.5518
101 Br 1.622 -8.127 1.536  0.5881
102 Br 2.964 -10.994 0.978  0.5698
103 H 3.970 -8.890 1.841  -0.0262
104 C -4.079 -2.456 3.524  -1.4967
105 Br -5.475 -1.241 2.939  0.7517
106 Br -2.389 -2.068 2.659  0.6744
107 Br -3.910 -2.482 5.455  0.5695
108 H -4.374 -3.459 3.216  -0.0443
109 C 5.897 5.175 3.012  -1.5609
110 Br 4.143 5.063 2.186  0.5321
111 Br 6.412 7.017 3.327  0.5108
112 Br 6.018 4.101 4.626  0.5187
113 H 6.611 4.760 2.300  -0.0231
114 C 2.729 9.132 -4.765  -1.5987
115 Br 3.321 10.789 -5.581  0.5637
116 Br 2.270 9.374 -2.895  0.5128
117 Br 1.281 8.314 -5.763  0.5521
118 H 3.570 8.441 -4.800  -0.0238
119 C -2.505 -6.292 5.365  -1.5694
120 Br -1.483 -4.827 6.120  0.5129
121 Br -4.190 -6.550 6.291  0.5682
122 Br -2.757 -6.082 3.452  0.5988
123 H -1.919 -7.198 5.512  -0.0230
124 C -5.861 4.995 4.081  -1.5872
125 Br -4.210 6.011 4.087  0.4900
126 Br -7.405 6.129 3.777  0.5631
127 Br -5.792 3.516 2.826  0.5506
128 H -5.974 4.563 5.075  -0.0225
129 C -3.965 -6.593 -6.340  -1.6115
130 Br -5.443 -5.979 -5.249  0.5684
131 Br -2.464 -5.368 -6.273  0.5605
132 Br -3.448 -8.409 -5.900  0.5667
133 H -4.316 -6.604 -7.371  -0.0275
134 C 7.075 -8.373 -3.930  -1.6107
135 Br 7.712 -8.944 -2.188  0.5407
136 Br 6.314 -9.846 -4.938  0.5606
137 Br 5.842 -6.881 -3.792  0.5636
138 H 7.942 -8.020 -4.486  -0.0280
139 C -3.404 10.269 5.214  -1.6008
140 Br -2.287 9.831 6.739  0.5504
141 Br -2.612 9.671 3.546  0.5456
142 Br -5.217 9.609 5.429  0.5458
143 H -3.465 11.356 5.166  -0.0282
144 C 8.576 10.387 3.849  -1.5989
145 Br 6.815 10.222 3.050  0.5103
146 Br 9.069 12.242 4.132  0.5659
147 Br 8.731 9.342 5.477  0.5552
148 H 9.289 9.973 3.136  -0.0224
149 C -8.904 -6.749 -3.121  -1.5709
150 Br -7.701 -5.399 -2.408  0.7101
151 Br -10.476 -6.975 -2.006  0.5714
152 Br -9.375 -6.388 -4.968  0.5560
153 H -8.365 -7.696 -3.108  -0.0208
154 C 1.566 -2.393 5.224  -1.5905
155 Br 3.043 -1.136 5.159  0.5444
156 Br 1.014 -2.948 3.448  0.5299
157 Br 1.954 -3.913 6.368  0.5536
158 H 0.723 -1.865 5.669  -0.0211
159 C 6.835 0.149 2.113  -1.5707
160 Br 7.663 0.919 0.536  0.5763
161 Br 5.261 1.144 2.658  0.5342
162 Br 6.454 -1.739 1.878  0.5951
163 H 7.558 0.228 2.924  -0.0240
164 C 6.841 2.048 8.426  -1.6146
165 Br 5.787 1.173 7.052  0.5221
166 Br 5.968 3.646 9.095  0.5596
167 Br 7.312 0.828 9.859  0.5654
168 H 7.773 2.365 7.959  -0.0257
169 C -0.125 4.766 7.103  -1.6020
170 Br 1.528 5.782 7.103  0.5529
171 Br -1.670 5.901 6.804  0.5244
172 Br -0.063 3.288 5.846  0.5414
173 H -0.234 4.334 8.097  -0.0284